# 1
Here is a molecular structure, C11H18F9I2O2P2Sm from the Open Molecules 2025 dataset. Energies are from wB97M-V/def2-TZVPD.

Computed properties:
* HOMO level (spin up / spin down): -14.1868 / -14.1867 eV
* total charge: +2
* lowest unoccupied orbital energy (spin up / spin down): -9.08 / -8.11 eV
* spin multiplicity: 6

Structure (XYZ):
```
45
C11H18F9I2O2P2Sm | the Open Molecules 2025 dataset | wB97M-V/def2-TZVPD
I 0.9627 2.7539 -6.2705
I -1.5868 1.6486 -6.1961
Sm -0.7494 -0.0866 -0.6075
P 0.9420 -2.0012 -1.8864
C 1.3684 -2.3808 -3.6113
C 2.4888 -2.3962 -0.9819
H 2.8007 -3.4258 -1.2134
H 0.4253 -4.3597 -1.6659
H 2.3646 -2.2892 0.1089
H -0.2963 -3.4558 -0.3061
H 2.1362 -1.6921 -3.9800
H 3.2793 -1.7087 -1.3124
C -0.0933 -3.4355 -1.3870
H 1.7519 -3.4061 -3.6908
H -1.0441 -3.4082 -1.9290
H 0.4876 -2.2864 -4.2557
P -1.0329 2.7143 -0.1158
C -1.3762 4.1675 -1.1507
C -2.5838 2.5142 0.8500
H 0.3064 2.6300 1.9548
H -0.4128 4.2525 1.6694
H 1.0059 3.7215 0.7246
C 0.0681 3.3871 1.1889
H -2.4854 1.7783 1.6617
H -2.8577 3.4828 1.2833
H -1.7678 4.9881 -0.5360
H -2.1157 3.9249 -1.9218
H -3.3945 2.2048 0.1828
H -0.4634 4.5107 -1.6493
C 0.0982 1.0001 -2.5483
O 0.3165 1.4761 -3.5714
F -1.3028 -2.7839 1.9886
C -0.1132 -2.4700 2.5740
F -0.0830 -3.0162 3.8056
F 0.8799 -3.0604 1.8440
C 0.0654 -0.9389 2.5783
O 0.0563 -0.4479 1.2702
C -1.0386 -0.2548 3.4078
F -1.0657 -0.6519 4.6949
F -0.8613 1.1002 3.4047
F -2.2514 -0.5175 2.8459
C 1.4618 -0.5476 3.0904
F 1.6827 -0.9399 4.3713
F 2.4109 -1.0951 2.2842
F 1.6164 0.8009 3.0028
```



# 2
Here is a gas-phase ion, C11H18FN4O2 (charge +1) from the Open Molecules 2025 dataset. Energies are from wB97M-V/def2-TZVPD.

Computed properties:
* HOMO level: -14.2533 eV
* total charge: +1
* lowest unoccupied orbital energy: -3.13 eV
* SMILES: CCCCNc1n(CC(=O)F)nc[n+]1C[C@@H]1CO1
* spin multiplicity: 1

Structure (XYZ):
```
36
C11H18FN4O2 | the Open Molecules 2025 dataset | wB97M-V/def2-TZVPD
C 0.5508 -1.3620 2.9844
C 0.9974 0.0189 2.4780
C 1.6126 -0.0440 1.0687
C 1.5166 1.2944 0.3413
N 1.2946 1.1773 -1.1428
C 0.2232 0.3873 -1.5199
N 0.3729 -0.8686 -1.9617
C 1.6415 -1.5713 -2.1261
C 1.6621 -2.9351 -1.4826
O 2.5870 -3.3318 -0.9023
F 0.5865 -3.6569 -1.6515
N -0.8211 -1.4233 -2.2754
C -1.6972 -0.4901 -2.0276
N -1.0923 0.6502 -1.5424
C -1.7742 1.8873 -1.1498
C -2.1920 1.8982 0.3105
C -3.0860 0.8471 0.7848
O -3.5234 2.1883 0.5363
H 0.6143 -1.3949 4.0653
H 1.1943 -2.1316 2.5703
H -0.4779 -1.5362 2.6876
H 1.7441 0.4525 3.1372
H 0.1408 0.6896 2.4817
H 1.1555 -0.8609 0.5145
H 2.6612 -0.2945 1.1970
H 2.4602 1.8189 0.4456
H 0.7624 1.9423 0.7795
H 1.1564 2.1160 -1.5059
H 2.3843 -0.9958 -1.5922
H 1.9382 -1.6051 -3.1701
H -2.7464 -0.6271 -2.2132
H -2.6891 1.9476 -1.7277
H -1.1194 2.7314 -1.3322
H -1.4633 2.2918 1.0079
H -3.5022 0.1389 0.0881
H -3.0721 0.6510 1.8446
```